Record 1
22
Properties=species:S:1:pos:R:3 method="wB97M-V/def2-TZVPD" total_charge=+1 homo_lumo_gap_ev=10.839 de_lowest_kj_mol=175.53
O 1.182 -2.273 0.722
C 0.100 -2.044 0.281
C -0.463 -0.601 0.247
N 0.474 0.238 -0.559
C 1.437 0.926 0.435
C 0.786 2.095 1.159
H -0.609 -2.747 -0.201
H -1.472 -0.413 -0.057
H -0.431 -0.289 1.303
H -0.069 1.017 -0.930
H 0.890 -0.344 -1.294
H 2.399 1.211 -0.033
H 1.834 0.088 1.028
H 1.463 2.934 1.306
H 0.294 1.781 2.088
H -0.027 2.515 0.535
H -3.669 -0.061 1.984
H -2.798 0.458 0.864
O -2.788 -0.178 1.581
H -0.167 1.817 -3.427
H 0.818 0.670 -3.757
O -0.006 0.865 -3.306

Record 2
23
Properties=species:S:1:pos:R:3 method="wB97M-V/def2-TZVPD" total_charge=-1 homo_lumo_gap_ev=7.760 de_lowest_kj_mol=31.21
C 0.256 1.312 0.072
C -0.753 0.975 1.202
C -0.695 -0.504 1.658
O -1.680 -1.350 1.127
N -0.052 0.785 -1.256
C 0.580 -0.470 -1.561
O 1.981 -0.245 -1.868
H 0.293 2.409 -0.072
H 1.266 1.028 0.373
H -0.525 1.655 2.033
H -1.765 1.204 0.874
H 0.299 -0.911 1.411
H -0.859 -0.547 2.751
H -1.069 0.646 -1.367
H 0.134 -0.849 -2.484
H 0.619 -1.212 -0.753
H 2.095 0.668 -2.164
H 2.616 -1.180 1.003
H 2.907 -0.493 -0.340
O 3.313 -0.756 0.522
H -3.782 -0.411 -0.453
H -2.235 -1.050 0.159
O -2.944 -0.703 -0.864

Record 3
23
Properties=species:S:1:pos:R:3 method="wB97M-V/def2-TZVPD" spin_multiplicity=2 homo_lumo_gap_ev="10.725 / 6.785"
C -0.583 -0.151 0.179
C -0.643 1.264 0.719
C -1.874 1.984 0.294
O -3.065 1.782 1.074
N 0.569 -0.537 -0.670
C 1.905 -0.931 -0.142
O 1.903 -2.214 0.179
H -0.522 -0.708 1.136
H -1.512 -0.374 -0.376
H -0.460 1.376 1.853
H 0.296 1.776 0.230
H -1.819 3.032 0.308
H -2.039 1.855 -0.772
H -2.862 0.879 1.565
H 0.278 -1.534 -0.999
H 2.515 -0.834 -1.189
H 2.269 -0.049 0.604
H -0.747 -3.692 0.178
H 0.506 -2.918 0.589
O -0.365 -3.245 0.836
H 2.137 0.745 -1.180
H 1.780 1.139 -2.544
O 2.333 1.355 -1.873

Record 4
24
Properties=species:S:1:pos:R:3 method="wB97M-V/def2-TZVPD" total_charge=+2 spin_multiplicity=2 homo_lumo_gap_ev="11.341 / 5.020" de_lowest_kj_mol=0.00
O -0.231 0.961 2.077
C -0.674 1.088 0.965
O -1.192 2.232 0.507
C -0.760 -0.036 -0.064
C -0.343 -1.413 0.699
C 1.113 -1.550 0.991
O -1.051 -1.699 1.858
N 0.258 0.151 -1.159
H -0.875 2.892 1.146
H -1.827 -0.094 -0.288
H -0.804 -2.086 -0.047
H 1.407 -1.539 2.063
H 1.906 -0.993 0.505
H 1.480 -2.610 0.916
H -0.822 -0.958 2.494
H -0.067 1.000 -1.691
H 0.429 -0.668 -1.750
H 1.120 0.419 -0.674
H -0.527 2.235 -3.753
H -1.778 2.231 -2.759
O -0.973 1.776 -3.053
H 2.820 -2.403 -1.981
H 4.007 -1.825 -1.574
O 3.068 -1.604 -1.470